Molecular formula: C4H8O
Method: DFT, ωB97M-V/def2-TZVPD

Atoms and positions in Å:
O: 5.35786 -1.09633 0.01593
C: 5.78477 -1.17925 -1.16414
H: 6.03779 -2.05458 -1.80437
H: 5.48347 -0.37551 -1.90319
C: -1.79516 1.03437 -0.17360
C: -3.04307 0.63055 0.57089
C: -3.08418 -0.18521 1.62993
H: -1.71535 2.09858 0.08306
H: -0.84841 0.53776 0.05553
H: -1.88899 0.84962 -1.24338
H: -3.92377 0.76507 -0.05190
H: -4.11595 -0.51224 1.76130
H: -2.24902 -0.51283 2.22395

Forces on the atoms, in the same order (eV/Å):
-0.49 -0.67 1.70
0.46 1.32 -2.80
-0.09 -0.63 0.84
0.11 -0.01 0.26
0.05 0.73 0.56
1.54 -2.03 -0.80
-1.62 0.92 -1.23
0.56 0.06 -0.78
-0.32 -0.03 0.70
-0.37 0.49 -0.06
-0.30 0.26 0.54
0.41 -0.34 1.05
0.06 -0.06 0.02

Output
- E_HOMO (alpha / beta) (eV) = 0.74 / -2.27
- Kohn-Sham gap (alpha / beta) (eV) = 2.15 / 5.16
- energy relative to the best compared isomer or geometry (same formula, charge and spin) (kJ/mol) = 172.8
- electronic energy (eV) = -6321.971
- molecular weight (g mol⁻¹) = 72.1
- spin multiplicity = 2
- net charge = -1